No. 1
The following is a DFT calculation (wB97M-V/def2-TZVPD) of C2H3N3O in the gas phase in a non-equilibrium geometry.

Each line ends with the natural charge from an NBO analysis.
Geometry (Å):
O (2.151, -0.524, -0.265)  -0.65
N (0.402, 1.154, 0.181)  -0.34
N (-1.111, 0.798, 0.219)  -0.44
N (-0.018, -1.011, -0.432)  -0.53
C (-1.161, -0.490, -0.106)  0.24
C (0.886, -0.037, -0.175)  0.59
H (2.887, 0.060, -0.054)  0.50
H (-2.048, -1.108, -0.036)  0.20
H (-1.988, 1.157, 0.668)  0.43

The SMILES is Oc1nc[nH]n1. The spin multiplicity is 1. The energy above the lowest of the compared OMol25 structures with the same formula, charge and spin is 34.7 kcal per mole. The value obtained for the largest force on an atom is 0.045 hartree/bohr. The HOMO energy is -10.0 eV. The total energy comes out at -317.47702 a.u.

No. 2
The following is a DFT calculation (wB97M-V/def2-TZVPD) of 4 unconnected molecules or ions with the total composition C4H13NO3 in a non-equilibrium geometry.

Each line ends with the natural charge from an NBO analysis.
Geometry (Å):
O (-0.331, 2.085, -1.603)  -0.93
O (0.134, 1.837, 1.464)  -1.01
O (-0.599, -0.255, 2.736)  -1.04
N (1.002, -1.181, 1.058)  -0.56
C (-0.722, -1.260, -0.655)  0.15
C (0.500, -0.908, -0.193)  0.23
C (1.430, -0.293, -1.237)  -0.72
C (-1.343, -0.889, -2.009)  -0.70
H (-0.521, -1.290, -2.727)  0.26
H (0.008, 1.467, 0.529)  0.46
H (-0.467, 2.985, -1.723)  0.43
H (0.275, -0.853, 1.959)  0.45
H (-0.602, -0.373, 3.682)  0.47
H (1.835, -0.716, 1.365)  0.41
H (1.121, 0.746, -1.443)  0.34
H (-1.298, -1.752, 0.133)  0.23
H (-0.240, 1.068, 2.030)  0.49
H (1.313, -0.702, -2.237)  0.22
H (-1.442, 0.190, -2.199)  0.35
H (-2.298, -1.304, -2.007)  0.24
H (2.479, -0.441, -0.975)  0.23

The spin multiplicity is 1. The energy above the lowest of the compared OMol25 structures with the same formula, charge and spin is 200.9 kcal per mole. The value obtained for the largest force on an atom is 0.136 hartree/bohr. The HOMO energy is -8.7 eV. The total energy comes out at -440.39511 a.u.

No. 3
The following is a DFT calculation (wB97M-V/def2-TZVPD) of 4 unconnected molecules or ions with the total composition C3H14O5 in a non-equilibrium geometry.

Each line ends with the Mulliken spin population.
Geometry (Å):
O (2.180, -0.054, -0.918)  -0.37
O (0.251, 4.691, -2.829)  0.64
O (-2.082, -0.498, 4.107)  0.26
O (-1.238, -1.580, 0.331)  -0.04
O (-1.329, 1.274, -1.478)  0.52
C (-0.118, -2.476, 0.562)  0.18
C (1.664, -0.649, 0.286)  0.86
C (1.242, -2.127, 0.026)  -0.09
H (2.486, -0.645, 1.000)  0.09
H (-2.742, -0.314, 3.426)  -0.06
H (1.501, 0.496, -1.269)  0.21
H (0.781, 4.809, -2.029)  -0.22
H (-1.745, 2.075, -1.815)  -0.29
H (-0.609, 1.059, -2.084)  -0.02
H (-1.104, -0.684, 0.668)  0.02
H (-0.145, 5.550, -3.019)  -0.21
H (1.949, -2.777, 0.546)  0.01
H (-0.604, -3.242, -0.064)  0.05
H (0.836, -0.004, 0.564)  -0.34
H (1.408, -2.189, -1.033)  -0.06
H (-0.178, -2.907, 1.564)  -0.05
H (-1.478, 0.253, 4.047)  -0.08

The spin multiplicity is 2. The energy above the lowest of the compared OMol25 structures with the same formula, charge and spin is 45.3 kcal per mole. The value obtained for the largest force on an atom is 0.066 hartree/bohr. The HOMO energy (spin up / spin down) is 0.7 / -7.1 eV. As for the total charge: -1. The total energy comes out at -498.81431 a.u.